Entry 1:
{"formula": "C4H8F2P", "method": "the ωB97M-V functional and the def2-TZVPD basis", "relative_energy_kj_mol": 455.0, "e_lumo_ev": [-7.75, -7.93], "homo_lumo_gap_ev": [7.04, 8.18], "charge": 1, "multiplicity": 1, "largest_force_ev_per_a": 3.78, "homo_energy_ha": [-0.5434, -0.5920], "e_tot_ha": -697.83834, "species": ["C", "C", "C", "C", "F", "F", "P", "H", "H", "H", "H", "H", "H", "H", "H"], "coordinates": [[-0.085, -2.691, 0.304], [-0.465, -1.467, -0.152], [0.325, 1.547, -1.290], [0.609, 1.396, 0.131], [-2.559, 1.423, 2.186], [0.920, -0.619, 2.032], [-0.194, -0.059, 0.948], [0.081, -3.511, -0.326], [0.011, -3.020, 1.358], [-0.938, -1.277, -1.082], [0.451, 2.501, -1.872], [0.705, 0.749, -1.962], [-0.768, 1.461, -1.288], [0.268, 2.347, 0.627], [1.638, 1.222, 0.385]], "forces_ev_per_angstrom": [[-0.703, 0.866, 1.192], [0.833, -0.154, 2.240], [-1.905, -0.613, -3.204], [0.338, 1.355, 1.943], [0.399, -0.264, -0.207], [-2.081, 1.104, -1.804], [1.504, -1.176, 0.966], [-0.195, -0.932, -1.337], [0.411, 0.992, -0.505], [0.031, 0.161, -0.948], [0.539, -0.537, 1.415], [-0.070, 0.351, 0.627], [-0.206, -0.049, -0.828], [0.331, -1.110, 0.142], [0.775, 0.004, 0.309]]}



Entry 2:
{"formula": "C4H8F6N2O10P2ReS2", "method": "the ωB97M-V functional and the def2-TZVPD basis", "relative_energy_kj_mol": 69.9, "e_lumo_ev": [-10.40, -9.93], "homo_lumo_gap_ev": [7.02, 7.15], "charge": 2, "multiplicity": 2, "largest_force_ev_per_a": 3.04, "homo_energy_ha": [-0.6402, -0.6276], "e_tot_ha": -3175.16248, "species": ["Re", "F", "C", "F", "F", "S", "O", "O", "N", "S", "O", "O", "C", "F", "F", "F", "N", "C", "C", "P", "O", "O", "O", "P", "O", "O", "O", "H", "H", "H", "H", "H", "H", "H", "H"], "coordinates": [[0.375, 0.518, 0.122], [5.359, 0.136, 0.810], [4.769, 1.288, 1.004], [4.163, 1.301, 2.179], [5.613, 2.280, 0.917], [3.366, 1.537, -0.247], [2.285, 0.586, 0.260], [3.725, 1.298, -1.583], [2.863, 2.972, 0.132], [1.422, 3.555, 0.326], [0.459, 2.499, -0.125], [1.188, 4.856, -0.124], [1.255, 3.411, 2.221], [0.252, 4.065, 2.735], [2.384, 3.737, 2.801], [1.050, 2.082, 2.403], [-2.660, -2.063, -2.251], [-2.245, -2.053, -0.823], [-2.928, -3.151, -0.043], [-2.803, -0.338, -0.271], [-3.379, -0.421, 1.177], [-3.690, 0.113, -1.341], [-1.473, 0.496, -0.080], [-0.402, -2.074, -0.837], [-0.076, -3.591, -0.978], [-0.012, -1.160, -1.951], [0.183, -1.453, 0.465], [-3.330, -1.244, -2.358], [-3.105, -2.941, -2.544], [-1.844, -1.872, -2.857], [-4.012, -3.051, -0.094], [-2.637, -3.114, 1.006], [-2.644, -4.131, -0.428], [-4.299, -0.158, 1.293], [0.827, -3.911, -0.917]], "forces_ev_per_angstrom": [[-0.654, -1.336, -0.654], [-0.285, 0.099, -0.349], [0.228, -0.111, 0.695], [-0.091, -0.015, 0.023], [-0.288, -0.068, -0.373], [0.812, 2.918, -0.254], [-2.002, -1.602, 0.514], [0.208, -0.345, -0.198], [0.282, -0.332, -0.335], [1.357, -0.204, 1.633], [-0.728, -0.546, -0.487], [-0.128, 0.291, -0.298], [0.233, 0.041, -0.031], [-0.007, 0.095, -0.437], [-0.150, 0.100, -0.255], [-0.047, -0.276, 0.131], [-0.217, 0.247, -0.983], [0.674, 0.476, 0.891], [-0.133, -0.324, 0.291], [-1.096, -0.617, 0.010], [0.635, -0.169, -0.122], [-0.066, 0.352, -0.104], [1.328, 0.863, 0.251], [0.367, -0.315, -0.533], [-0.562, 0.278, 0.235], [0.086, 0.499, 0.067], [0.125, 0.323, 0.668], [0.192, -0.435, -0.112], [0.100, 0.126, 0.137], [-0.265, 0.036, -0.032], [-0.035, 0.006, 0.020], [-0.016, 0.020, 0.019], [0.005, 0.002, -0.040], [-0.332, 0.083, 0.039], [0.469, -0.158, -0.026]]}



Entry 3:
{"formula": "C4H8FN", "method": "the ωB97M-V functional and the def2-TZVPD basis", "relative_energy_kj_mol": 139.7, "e_lumo_ev": 1.10, "homo_lumo_gap_ev": 10.60, "charge": 0, "multiplicity": 1, "largest_force_ev_per_a": 4.82, "homo_energy_ha": -0.3493, "e_tot_ha": -311.76617, "species": ["C", "C", "C", "C", "N", "F", "H", "H", "H", "H", "H", "H", "H", "H"], "coordinates": [[-0.465, -1.745, 0.479], [-0.358, -0.608, -0.155], [-1.340, 0.413, -0.562], [1.461, 0.078, -0.461], [1.766, 1.053, 0.480], [2.254, -1.065, -0.402], [0.393, -2.334, 0.754], [-1.429, -2.156, 0.738], [-1.089, 1.367, -0.093], [-1.324, 0.558, -1.641], [-2.346, 0.124, -0.256], [1.466, 0.425, -1.492], [1.818, 0.667, 1.414], [2.634, 1.534, 0.265]], "forces_ev_per_angstrom": [[-0.101, -0.370, 0.069], [4.265, 2.188, -0.478], [-0.238, -0.084, 0.069], [-4.060, -2.260, 0.180], [0.263, 0.117, 0.090], [0.168, 0.178, 0.096], [0.251, -0.056, -0.040], [-0.252, -0.016, 0.027], [-0.031, 0.001, -0.030], [-0.043, 0.043, -0.087], [-0.115, 0.047, -0.049], [0.085, 0.159, 0.119], [-0.097, 0.053, -0.010], [-0.096, 0.000, 0.045]]}



Entry 4:
{"formula": "C4H8FNO", "method": "the ωB97M-V functional and the def2-TZVPD basis", "relative_energy_kj_mol": 284.3, "e_lumo_ev": [0.40, 0.85], "homo_lumo_gap_ev": [7.74, 9.73], "charge": 0, "multiplicity": 1, "largest_force_ev_per_a": 2.68, "homo_energy_ha": [-0.2695, -0.3264], "e_tot_ha": -386.95408, "species": ["C", "C", "C", "C", "N", "O", "F", "H", "H", "H", "H", "H", "H", "H", "H"], "coordinates": [[0.902, 0.959, -0.435], [-0.625, 0.981, -0.254], [1.290, -0.300, 0.348], [-0.772, 0.172, 0.996], [-2.008, -1.904, 0.225], [0.374, -0.348, 1.439], [-1.613, 0.541, 1.954], [1.210, 0.910, -1.475], [1.351, 1.839, 0.028], [-1.034, 1.982, -0.107], [-1.145, 0.510, -1.089], [1.146, -1.200, -0.259], [2.298, -0.286, 0.764], [-1.704, -2.498, 0.992], [-2.928, -1.553, 0.487]], "forces_ev_per_angstrom": [[0.056, -0.066, 0.142], [0.065, 0.176, -0.017], [0.524, -0.034, -0.623], [-1.377, -2.291, -0.253], [1.069, 1.533, -0.158], [-0.705, 0.573, 0.385], [0.529, 0.152, -0.123], [0.019, -0.004, -0.019], [0.016, -0.046, -0.045], [0.014, -0.051, -0.001], [0.008, -0.047, 0.189], [0.033, 0.060, 0.085], [-0.156, 0.003, -0.049], [-0.059, 0.056, 0.274], [-0.036, -0.015, 0.213]]}



Entry 5:
{"formula": "C4H8FNS2", "method": "the ωB97M-V functional and the def2-TZVPD basis", "relative_energy_kj_mol": 26.7, "e_lumo_ev": 0.56, "homo_lumo_gap_ev": 9.08, "charge": 0, "multiplicity": 1, "largest_force_ev_per_a": 0.80, "homo_energy_ha": -0.3133, "e_tot_ha": -1108.18920, "smiles": "FCCCSNC=S", "species": ["F", "C", "C", "C", "S", "N", "C", "S", "H", "H", "H", "H", "H", "H", "H", "H"], "coordinates": [[-0.425, 1.470, -1.311], [-0.963, 1.468, -0.025], [-1.706, 0.168, 0.247], [-0.822, -1.052, 0.528], [0.209, -1.630, -0.860], [1.466, -0.473, -0.823], [2.631, -0.633, -0.162], [3.800, 0.499, -0.040], [-1.675, 2.296, 0.031], [-0.131, 1.626, 0.676], [-2.366, -0.021, -0.589], [-2.337, 0.350, 1.137], [-0.172, -0.906, 1.397], [-1.474, -1.920, 0.748], [1.281, 0.409, -1.247], [2.684, -1.650, 0.290]], "forces_ev_per_angstrom": [[-0.023, 0.101, -0.186], [-0.261, -0.187, 0.392], [0.462, 0.201, 0.524], [-0.369, -0.389, -0.105], [0.209, 0.365, 0.314], [-0.051, -0.759, 0.260], [-0.189, -0.680, 0.209], [-0.127, -0.188, 0.025], [0.230, 0.051, -0.026], [-0.212, 0.024, -0.116], [-0.201, -0.116, -0.209], [0.182, -0.104, -0.291], [-0.091, 0.038, -0.124], [0.330, 0.332, -0.074], [-0.066, 0.618, -0.384], [0.178, 0.695, -0.210]]}



Entry 6:
{"formula": "C4H8FO3S", "method": "the ωB97M-V functional and the def2-TZVPD basis", "relative_energy_kj_mol": 0.0, "e_lumo_ev": 3.88, "homo_lumo_gap_ev": 8.84, "charge": -1, "multiplicity": 1, "largest_force_ev_per_a": 4.58, "homo_energy_ha": -0.1821, "e_tot_ha": -881.01815, "smiles": "C[C@H]([C@@H](C)F)S(=O)(=O)[O-]", "species": ["C", "C", "C", "C", "F", "S", "O", "O", "O", "H", "H", "H", "H", "H", "H", "H", "H"], "coordinates": [[0.025, 1.579, 0.624], [-0.266, 0.149, 0.873], [0.756, -1.111, 0.069], [1.460, -0.500, -1.088], [1.609, -1.712, 0.941], [-1.812, -0.222, 0.037], [-2.085, -1.651, 0.089], [-2.766, 0.589, 0.780], [-1.597, 0.307, -1.318], [-0.622, 2.113, 1.225], [1.116, 1.836, 0.778], [-0.267, 1.823, -0.434], [-0.368, -0.138, 1.903], [-0.091, -1.881, -0.101], [1.675, 0.672, -1.051], [0.845, -0.739, -1.981], [2.388, -1.116, -1.346]], "forces_ev_per_angstrom": [[2.319, -0.158, -2.152], [1.514, -3.711, -2.216], [-3.944, 1.783, 1.413], [1.161, 0.330, -2.063], [1.090, -0.102, 1.044], [-1.035, 1.308, -0.390], [0.171, -0.194, 0.127], [-0.448, 0.049, 0.372], [0.043, -0.689, 0.063], [-1.056, 1.540, 1.480], [-1.162, -0.089, 0.080], [0.509, -0.186, 0.937], [0.069, -0.157, 0.476], [1.809, 1.159, -0.425], [-0.358, -2.758, 0.055], [0.067, 0.805, 0.466], [-0.747, 1.071, 0.733]]}



Entry 7:
{"formula": "C4H8FO5PS", "method": "the ωB97M-V functional and the def2-TZVPD basis", "e_lumo_ev": -0.94, "homo_lumo_gap_ev": 9.68, "charge": 0, "multiplicity": 1, "largest_force_ev_per_a": 4.63, "homo_energy_ha": -0.3903, "e_tot_ha": -1372.66901, "species": ["C", "C", "C", "C", "O", "O", "O", "O", "O", "F", "P", "S", "H", "H", "H", "H", "H", "H", "H", "H"], "coordinates": [[-0.376, 1.227, 0.808], [0.822, -0.889, 1.489], [-0.359, -0.712, -1.432], [0.461, 0.119, 0.434], [-2.315, -1.795, 0.486], [1.361, 1.581, -1.624], [2.743, -0.354, -0.750], [-2.736, 0.371, -1.007], [-3.069, -0.737, -1.895], [2.553, 1.561, 0.653], [-1.984, -1.037, -0.712], [1.797, 0.695, -0.546], [-1.223, 0.926, 1.300], [-0.508, 1.919, -0.114], [-0.050, 1.912, 1.682], [1.342, -1.650, 0.849], [-0.060, -1.279, 2.011], [1.538, -0.299, 2.094], [0.349, -1.586, -1.460], [-0.286, 0.025, -2.266]], "forces_ev_per_angstrom": [[0.596, 4.548, -0.620], [0.895, -0.139, -2.096], [1.325, -0.821, 3.104], [-0.708, -0.803, -2.365], [0.855, -0.322, -0.234], [1.096, -1.218, 2.329], [-0.446, 0.219, -0.501], [0.639, 1.225, 1.422], [0.019, -2.055, -0.718], [-1.017, -0.227, -1.431], [-0.808, 2.082, -1.648], [1.371, 1.057, -0.296], [-2.790, -1.063, 0.280], [-0.421, -1.081, 1.823], [0.757, -1.034, -1.432], [-0.181, 0.059, 1.503], [0.377, 0.194, -0.105], [-0.294, -0.856, 0.248], [-0.907, 0.891, -0.248], [-0.357, -0.656, 0.984]]}